Computed, not measured: a 11-piece molecular cluster, C25H72N8O11 overall, with ωB97M-V/def2-TZVPD.

```
116
Properties=species:S:1:pos:R:3:forces:R:3:lowdin_charge:R:1
N 3.499236 3.826741 -0.053141 0.66 0.65 -0.32 0.18
C 3.360605 3.385872 1.198077 -0.17 0.26 -0.89 -0.74
N 2.542757 2.321153 1.263901 -1.37 -1.81 0.76 0.15
O 3.859359 3.897509 2.170877 0.67 0.51 1.21 0.04
H 2.937520 3.466379 -0.822236 0.29 0.42 -0.17 0.07
H 4.123416 4.606968 -0.073561 0.00 0.34 -0.79 0.11
H 2.578351 1.893022 2.180476 -0.32 -0.22 -0.07 0.06
H 2.446099 1.701956 0.463399 0.04 0.01 0.12 0.09
N -1.852818 1.360118 4.006108 1.41 -0.11 1.11 0.19
C -2.883579 1.306553 3.170318 0.13 0.27 -0.50 -0.76
N -2.824698 2.024407 2.060326 -0.57 1.03 -1.38 0.19
O -3.835472 0.579264 3.396409 -1.34 -1.24 0.24 0.01
H -1.901207 0.550275 4.594133 0.63 0.06 0.57 0.11
H -0.970412 1.819435 3.790267 -0.36 -0.30 0.01 0.09
H -2.059330 2.657909 1.835378 -0.23 -0.18 0.14 0.08
H -3.745076 2.095059 1.624278 0.79 0.43 -0.34 0.08
N 1.404270 -0.947528 -5.446426 0.88 -0.12 -1.89 0.17
C 1.152931 -0.844768 -4.153327 -3.62 0.82 2.17 -0.69
N 2.083315 -0.976057 -3.213943 0.96 0.29 0.26 0.20
O -0.045495 -0.627673 -3.799324 1.20 -0.32 -0.36 -0.05
H 2.280109 -0.608369 -5.812822 0.03 -0.19 -0.02 0.11
H 0.584298 -0.681575 -5.959510 -0.05 -0.02 -0.40 0.11
H 3.040782 -0.956408 -3.530506 0.08 0.02 0.42 0.12
H 1.805684 -0.481667 -2.352870 0.53 -0.28 -0.04 0.08
N -0.001796 0.241354 1.067856 -0.19 -0.07 0.17 0.22
C 0.155099 -0.003609 -0.242173 -0.01 -0.04 -0.46 -0.64
N -0.653205 -0.744168 -1.002883 -0.67 -0.19 0.76 0.21
O 1.150147 0.495778 -0.792194 1.48 0.78 -0.78 -0.06
H -0.819452 -0.025379 1.598870 -0.02 -0.04 -0.15 0.07
H 0.515529 1.078290 1.273771 -0.16 -0.13 0.74 0.06
H -0.424512 -0.644101 -2.000954 -0.61 -0.45 -0.06 0.07
H -1.552319 -1.026591 -0.619750 0.32 0.02 -0.40 0.09
C 4.047839 0.027238 3.451214 -0.21 0.27 1.65 -0.03
C 2.533397 -0.076916 3.783113 -0.11 -0.99 -1.52 -0.49
C 2.054013 -1.085553 4.837837 0.73 0.73 -0.10 -0.04
O 1.969986 1.208552 4.017402 0.99 0.25 0.50 -0.07
H 4.235868 0.869195 2.788457 -0.07 -0.11 -0.20 0.07
H 4.453997 -0.879478 3.031299 -0.11 -0.34 -0.30 0.07
H 4.649885 0.220285 4.353259 -0.17 0.02 -0.02 0.09
H 2.141290 -0.390228 2.808851 -0.53 -0.09 0.12 0.11
H 2.297766 -2.084682 4.489368 -0.07 -0.23 0.19 0.08
H 0.985080 -0.982363 5.042636 0.08 -0.05 -0.41 0.07
H 2.549426 -0.878557 5.788049 0.17 -0.19 0.06 0.08
H 2.699596 1.631249 4.497409 -0.61 0.63 0.07 0.10
C 1.900015 2.862511 -4.619439 0.35 0.99 -0.04 -0.05
C 1.356790 3.548360 -3.367307 -0.92 -1.11 0.13 -0.46
C -0.178114 3.610047 -3.416155 0.08 0.18 -0.41 -0.05
O 1.902831 2.888238 -2.235224 0.36 0.05 0.86 -0.09
H 1.506360 1.850260 -4.752102 -0.02 0.19 0.14 0.06
H 2.993033 2.857562 -4.569534 -0.11 -0.26 0.03 0.08
H 1.645870 3.487984 -5.475989 -0.13 -0.22 -0.25 0.08
H 1.693474 4.575393 -3.254887 0.33 0.11 -0.34 0.14
H -0.420476 4.177686 -4.321004 -0.06 0.02 0.04 0.08
H -0.619504 4.171935 -2.588139 0.14 -0.31 0.11 0.08
H -0.669171 2.635647 -3.553975 0.31 0.09 0.34 0.08
H 1.448736 2.113055 -1.864976 -0.48 -0.06 -0.51 0.06
C -3.405975 -3.544481 1.350036 -0.20 -1.58 0.44 -0.05
C -2.220347 -2.870322 2.008682 0.75 -0.58 -0.58 -0.45
C -0.915921 -3.436942 1.359142 -0.72 0.96 -0.35 -0.05
O -2.215798 -1.486575 1.759989 0.24 1.31 -0.29 -0.10
H -4.398567 -3.469761 1.810224 0.35 0.44 0.21 0.08
H -3.161430 -4.616640 1.369647 -0.28 0.03 0.04 0.08
H -3.518738 -3.330775 0.295334 0.23 0.53 -0.28 0.07
H -2.135289 -3.062170 3.079840 -0.46 -0.05 0.14 0.14
H -0.981681 -3.219329 0.282339 0.26 0.03 0.23 0.06
H -0.826923 -4.506117 1.441314 -0.19 -0.48 0.30 0.07
H -0.007489 -2.992027 1.771461 -0.16 0.17 -0.03 0.07
H -2.973508 -0.977471 2.105106 -0.02 -0.64 0.31 0.07
C 0.101070 5.654189 1.435895 -0.34 -0.09 0.49 -0.04
C -0.036848 4.582397 2.522686 1.36 0.63 -0.26 -0.51
C -1.164201 4.904047 3.461176 0.30 0.41 0.36 -0.05
O -0.175660 3.348138 1.896258 -1.25 -1.95 -0.37 -0.10
H 0.322899 6.604753 1.903497 0.22 0.34 -0.08 0.08
H -0.823203 5.768960 0.862093 -0.06 -0.14 0.14 0.08
H 0.879206 5.369118 0.743978 0.40 0.05 -0.16 0.06
H 0.890869 4.534836 3.115165 -0.04 0.28 -0.09 0.14
H -0.847488 5.874121 3.860093 -0.52 0.03 0.12 0.09
H -1.281180 4.241233 4.322953 0.07 -0.17 -0.30 0.08
H -2.104221 5.011726 2.933308 -0.27 0.03 -0.03 0.08
H 0.643843 2.971187 1.525419 0.19 0.80 0.29 0.05
C 1.940599 -3.636199 -1.258932 0.46 0.51 -0.02 -0.07
C 3.392623 -3.375203 -0.923431 0.30 -1.19 0.11 -0.50
C 3.639197 -3.270069 0.571193 -0.25 0.37 0.10 -0.06
O 4.175456 -4.456220 -1.456094 0.36 0.06 -0.13 -0.06
H 1.612708 -4.521212 -0.705606 -0.19 0.02 -0.18 0.08
H 1.898563 -3.779044 -2.339807 -0.40 -0.15 0.14 0.08
H 1.350287 -2.767230 -0.972727 -0.32 -0.07 -0.03 0.06
H 3.781041 -2.525614 -1.467669 -0.06 0.47 0.03 0.12
H 4.688722 -3.031498 0.789445 -0.27 -0.19 -0.03 0.08
H 3.360167 -4.236886 1.028886 0.17 0.44 0.01 0.09
H 3.000707 -2.471903 0.990850 0.22 -0.31 0.01 0.07
H 3.845117 -5.291588 -1.109153 -0.09 0.06 0.05 0.08
C -3.254624 2.253170 -1.285855 0.05 0.09 0.18 -0.06
C -4.574457 1.539544 -0.963957 0.68 -0.24 -0.07 -0.45
C -4.270400 0.064817 -0.615913 0.24 0.88 -0.54 -0.05
O -5.126873 2.193139 0.174636 -0.40 0.05 0.77 -0.08
H -2.561633 2.055218 -0.470751 0.18 0.03 0.03 0.05
H -3.378266 3.335669 -1.352175 -0.20 -0.04 0.01 0.08
H -2.769450 1.926716 -2.207892 -0.27 -0.21 -0.03 0.07
H -5.255480 1.707730 -1.812863 -0.02 -0.52 0.23 0.14
H -5.135968 -0.488698 -0.258477 -0.14 -0.09 -0.23 0.08
H -3.529059 0.089404 0.186802 -0.05 -0.07 -0.03 0.05
H -3.798486 -0.402916 -1.489056 -0.29 -0.20 0.19 0.08
H -5.495242 1.555398 0.814038 0.06 0.20 -0.65 0.10
C -1.887117 -5.990744 -1.667970 -0.70 0.30 1.24 -0.07
C -1.903818 -5.361843 -3.004310 1.67 0.95 -0.17 -0.48
C -1.684576 -3.844953 -2.866515 -0.20 0.23 -0.35 -0.06
O -0.738111 -5.942241 -3.633139 -0.65 0.34 -0.84 -0.06
H -1.955978 -7.063707 -1.723743 -0.18 -0.41 0.05 0.08
H -2.729171 -5.556902 -1.123447 -0.09 -0.40 0.33 0.08
H -0.981782 -5.728620 -1.099293 -0.14 -0.01 -0.41 0.08
H -2.820437 -5.536181 -3.591850 0.24 -0.25 0.25 0.14
H -1.625889 -3.394050 -3.861574 0.04 0.10 0.06 0.08
H -0.768126 -3.574076 -2.326550 -0.06 -0.41 -0.15 0.06
H -2.502300 -3.339190 -2.341030 -0.13 -0.21 -0.08 0.07
H -0.709488 -5.583682 -4.530688 0.24 -0.16 0.11 0.09
```
Forces are in eV/Å.

**E_LUMO**: 0.4712 eV
**Multiplicity**: 1
**Structure (SMILES)**: NC(N)=O.NC(N)=O.NC(N)=O.NC(N)=O.CC(C)O.CC(C)O.CC(C)O.CC(C)O.CC(C)O.CC(C)O.CC(C)O
**ΔE to the lowest compared entry with this formula, charge and spin**: 121.5 kJ/mol
**E_HOMO**: -9.74 eV
**Gap between HOMO and LUMO**: 10.2 eV
**Total charge**: 0


Computed, not measured: a 3-piece molecular cluster, C2H8O4 overall, with ωB97M-V/def2-TZVPD.

```
14
Properties=species:S:1:pos:R:3:forces:R:3:nbo_charge:R:1
C 0.203099 -0.678474 1.617127 0.43 -0.25 -1.80 -0.73
C -0.630872 0.216673 0.768358 -1.82 2.33 1.23 0.79
O -0.378484 1.394184 0.665025 0.50 0.04 -0.78 -0.60
O -1.859032 -0.208121 0.354118 0.98 -1.87 0.28 -0.71
H 1.215571 -0.411455 1.230556 -0.47 -0.83 0.41 0.25
H -0.136997 -1.693601 1.361969 0.69 0.09 0.80 0.24
H 0.198806 -0.366854 2.660172 -0.43 -0.28 -0.07 0.26
H -2.164963 0.269522 -0.423235 -0.11 0.27 -0.23 0.50
O -2.716295 2.101587 -1.295357 0.15 -0.49 0.44 -0.94
H -3.557328 2.309112 -0.882971 -0.33 0.14 -0.13 0.47
H -2.166634 1.886713 -0.524307 0.39 0.86 -0.17 0.47
O 3.883965 -1.398874 -2.152186 -0.13 -0.08 0.04 -0.94
H 3.393009 -2.096258 -1.702153 0.12 0.09 -0.06 0.47
H 4.716157 -1.324158 -1.677110 0.01 -0.02 0.03 0.47
```
Forces are in eV/Å.

**E_LUMO**: 0.5410 eV
**Multiplicity**: 1
**Structure (SMILES)**: CC(=O)O.O.O
**ΔE to the lowest compared entry with this formula, charge and spin**: 100.4 kJ/mol
**E_HOMO**: -10.74 eV
**Gap between HOMO and LUMO**: 11.3 eV
**Total charge**: 0


- Which value of ΔE to the lowest compared entry with this formula, charge and spin does entry 1 give?
  121.5 kJ/mol